(one)
This record from OMol25 describes 2 unconnected molecules or ions with the total composition C7H11Cl. The level of theory is ωB97M-V/def2-TZVPD.

Each line ends with the Löwdin charge.
Element x y z (Å)
C 2.3813 1.5510 -0.1898  -0.095
C -0.2824 0.1769 0.5499  -0.077
C 1.1210 1.7995 0.0608  -0.676
C -0.5329 -0.7074 -0.3787  -0.359
C -0.6841 0.4779 1.9284  -0.103
C -1.4914 -1.8481 -0.1323  -0.049
C 0.0924 -0.7150 -1.7413  -0.059
Cl 0.3316 3.2902 0.1290  0.639
H 3.0965 2.3386 -0.3931  0.053
H 2.7561 0.5435 -0.2019  0.054
H 0.1202 0.2200 2.6183  0.087
H -1.5836 -0.0689 2.2153  0.074
H -0.8868 1.5424 2.0301  0.055
H -1.9315 -1.7945 0.8585  0.065
H -2.2892 -1.8233 -0.8735  0.082
H -0.9669 -2.7980 -0.2319  0.084
H 0.7831 -1.5548 -1.8242  0.086
H 0.6394 0.2058 -1.9185  0.058
H -0.6726 -0.8359 -2.5053  0.080

The value obtained for the HOMO energy is -9.02 eV. Its frontier orbital gap is 10.0 eV. As for the LUMO energy: 0.94 eV. As for the total charge: 0. Its spin multiplicity is 1.

(two)
This record from OMol25 describes C7H11Cl in the gas phase. The level of theory is ωB97M-V/def2-TZVPD.

Each line ends with the Löwdin charge.
Element x y z (Å)
C 2.0123 1.4044 -1.1744  -0.033
C 1.8242 0.4931 -0.2486  -0.728
Cl 2.9149 0.0340 0.9345  0.692
C 0.3560 -0.5713 -0.0796  -0.171
C 0.5690 -1.9495 -0.7012  -0.050
C -0.7440 0.0451 0.3522  -0.324
C -2.1520 -0.5734 0.4958  -0.036
C -0.8980 1.3745 0.9563  -0.076
H 2.8276 1.9792 -1.0382  0.018
H 1.2441 1.5298 -1.9295  0.079
H -0.1364 -2.5240 -0.3121  0.009
H 1.6308 -2.4391 -0.3839  0.133
H 0.6261 -1.7319 -1.7085  0.052
H -2.1962 -0.9501 1.4095  0.032
H -2.8148 0.1858 0.1934  0.065
H -2.2717 -1.4776 -0.1485  0.092
H -1.5912 1.8954 0.4773  0.020
H 0.0867 1.8910 0.8379  0.084
H -1.2875 1.3848 2.0676  0.139

The value obtained for the HOMO energy is -9.06 eV. Its frontier orbital gap is 10.0 eV. As for the LUMO energy: 0.92 eV. As for the total charge: 0. The SMILES is C=C(Cl)C(C)=C(C)C. Its spin multiplicity is 1.

(three)
This record from OMol25 describes 2 unconnected molecules or ions with the total composition C7H11Cl. The level of theory is ωB97M-V/def2-TZVPD.

Each line ends with the Löwdin charge.
Element x y z (Å)
C -1.1847 1.1384 1.0429  -0.079
C -1.3933 0.1234 -0.0411  -0.386
C -2.7154 0.0261 -0.8162  -0.090
C -0.5207 -0.6851 -0.5373  -0.176
C 0.8716 -0.9199 -0.1802  -0.204
C 1.9010 -0.1099 -0.2864  -0.843
C 3.2578 -0.4499 0.1413  -0.194
H -0.8964 2.2338 0.7104  0.107
H -0.4089 0.8582 1.7347  0.063
H -2.1497 1.2047 1.5989  0.082
H -2.7200 -0.6801 -1.6424  0.050
H -3.0401 1.1066 -1.0854  0.097
H -3.6752 -0.3706 -0.1828  0.114
H -0.6417 -1.4975 -1.4313  0.168
H 0.8440 -1.8614 0.5406  0.161
H 3.9626 -1.0911 -0.7859  0.148
H 3.7731 0.6688 0.6079  0.120
H 3.1470 -1.2191 1.3916  0.179
Cl 1.5890 1.5247 -0.7793  0.684

The value obtained for the HOMO energy is -8.93 eV. Its frontier orbital gap is 9.6 eV. As for the LUMO energy: 0.62 eV. As for the total charge: 0. Its spin multiplicity is 1.

Quick one: most stable of them? (one)

(one)
This record from OMol25 describes 2 unconnected molecules or ions with the total composition C3H4ClF. The level of theory is ωB97M-V/def2-TZVPD.

Each line ends with the Löwdin charge.
Element x y z (Å)
C -0.9113 0.5982 -0.4981  -0.154
C 2.9533 -0.5344 0.5450  -0.623
C 0.0247 -0.2199 -0.1519  -0.031
F 2.7346 -1.4847 -0.3129  -0.008
Cl 3.6385 0.8989 -0.1291  0.638
H -1.8183 0.1782 -0.9713  0.057
H -0.8842 1.6737 -0.4453  0.035
H 3.3717 -0.7055 1.5146  0.049
H 0.1059 -1.2162 -0.6651  0.036

The value obtained for the HOMO energy (spin up / spin down) is -7.41 / -6.31 eV. Its frontier orbital gap (spin up / spin down) is 6.1 / 3.5 eV. As for the LUMO energy (spin up / spin down): -1.30 / -2.85 eV. As for the total charge: 0. Its spin multiplicity is 1.

(two)
This record from OMol25 describes C3H4ClF in the gas phase. The level of theory is ωB97M-V/def2-TZVPD.

Each line ends with the Löwdin charge.
Element x y z (Å)
C -0.7731 1.1146 -0.2849  -0.011
C -0.4465 -0.1696 -0.1082  -0.747
Cl -1.7689 -1.2789 -0.2277  0.654
C 0.8474 -0.6683 0.3229  -0.237
F 1.8010 -1.0996 -0.6264  -0.062
H 0.0196 1.8715 -0.2746  0.077
H -1.8089 1.3857 -0.6349  0.083
H 0.8696 -1.4200 1.1407  0.135
H 1.2597 0.2647 0.6930  0.107

The value obtained for the HOMO energy is -10.03 eV. Its frontier orbital gap is 10.6 eV. As for the LUMO energy: 0.60 eV. As for the total charge: 0. The SMILES is C=C(Cl)CF. Its spin multiplicity is 1.

(three)
This record from OMol25 describes C3H4ClF in the gas phase. The level of theory is ωB97M-V/def2-TZVPD.

Each line ends with the Löwdin charge.
Element x y z (Å)
F 1.4230 -1.2039 0.1181  0.020
C 0.5734 -0.4529 -0.5355  -0.395
C 0.3707 1.0456 -0.1054  0.004
C -0.6042 -0.1570 0.3556  -0.689
Cl -2.2728 -0.5447 -0.0700  0.575
H 0.1544 -1.1773 -1.3548  0.180
H 0.0604 1.8140 -0.7937  0.085
H 0.6858 1.1288 1.0348  0.149
H -0.3907 -0.4525 1.3508  0.070

The value obtained for the HOMO energy is -9.69 eV. Its frontier orbital gap is 10.7 eV. As for the LUMO energy: 1.04 eV. As for the total charge: 0. The SMILES is F[C@@H]1C[C@H]1Cl. Its spin multiplicity is 1.

Quick one: most stable of them? (two)

(one)
This record from OMol25 describes BrCl2HNP in the gas phase. The level of theory is ωB97M-V/def2-TZVPD.

Each line ends with the Löwdin charge.
Element x y z (Å)
N -0.3632 0.4593 -0.6033  -0.292
P -1.7840 0.5797 0.0641  -0.487
Cl -2.7231 1.6471 -1.3047  0.276
Cl -2.1485 1.4423 1.7997  0.306
Br -3.1637 -1.2451 -0.0706  0.226
H 0.3799 0.3923 0.0719  -0.029

The value obtained for the HOMO energy is -10.00 eV. Its frontier orbital gap is 9.4 eV. As for the LUMO energy: -0.63 eV. As for the total charge: 0. The SMILES is N=P(Cl)(Cl)Br. Its spin multiplicity is 1.

(two)
This record from OMol25 describes 2 unconnected molecules or ions with the total composition BrCl2HNP. The level of theory is ωB97M-V/def2-TZVPD.

Each line ends with the Löwdin charge.
Element x y z (Å)
N 1.4350 0.4016 -0.3234  -0.231
P -0.1103 0.1132 -0.3060  0.013
Cl -0.8691 -2.9359 1.1463  -0.412
Cl -0.9905 0.0593 -2.0762  0.342
Br -1.1721 1.4359 1.1212  0.341
H 1.7070 0.9259 0.4381  -0.053

The value obtained for the HOMO energy (spin up / spin down) is -9.40 / -9.40 eV. Its frontier orbital gap (spin up / spin down) is 5.5 / 5.5 eV. As for the LUMO energy (spin up / spin down): -3.94 / -3.94 eV. As for the total charge: 0. Its spin multiplicity is 1.

Quick one: most stable of them? (one)

(one)
This record from OMol25 describes C6H7P in the gas phase. The level of theory is ωB97M-V/def2-TZVPD.

Each line ends with the Löwdin charge.
Element x y z (Å)
C 2.2290 -0.4116 0.3762  0.045
C 0.9005 -0.3628 0.4456  -0.470
C 0.1371 -1.5852 0.3941  -0.372
P -1.5210 -1.3772 0.0490  1.000
C -1.2169 0.3640 -0.2979  -0.584
C -2.0987 0.9345 -1.1169  -0.045
C 0.0551 0.8547 0.3050  -0.187
H 2.8882 0.4258 0.6068  0.068
H 2.5486 -1.4950 0.2856  0.084
H 0.4174 -2.6051 0.6862  0.051
H -3.1165 0.5037 -1.3137  0.062
H -1.7940 1.8556 -1.6118  0.058
H -0.2287 1.3207 1.3265  0.154
H 0.8000 1.5778 -0.1346  0.134

The value obtained for the HOMO energy is -8.04 eV. Its frontier orbital gap is 7.9 eV. As for the LUMO energy: -0.10 eV. As for the total charge: 0. The SMILES is C=C1C=PC(=C)C1. Its spin multiplicity is 1.

(two)
This record from OMol25 describes C6H7P in the gas phase. The level of theory is ωB97M-V/def2-TZVPD.

Each line ends with the Löwdin charge.
Element x y z (Å)
C 0.0317 1.6842 0.0474  -0.382
C -0.9514 0.6319 0.0338  -0.437
C 1.6490 -0.4479 -0.0620  -0.419
C -2.2378 0.9866 -0.1970  0.074
C 2.3111 -1.5771 -0.1113  -0.102
C -0.5469 -0.7582 0.3217  0.046
P 1.6597 1.2982 0.0377  0.907
H -0.4325 2.5991 -0.0255  0.027
H -2.9810 0.2985 -0.1805  0.027
H -2.5978 1.9356 -0.4159  0.044
H 3.4744 -1.6181 -0.3041  0.086
H 1.9085 -2.6155 -0.0957  0.060
H -0.5324 -0.9706 1.3026  0.043
H -0.7547 -1.4467 -0.3512  0.027

The value obtained for the HOMO energy is -8.07 eV. Its frontier orbital gap is 7.7 eV. As for the LUMO energy: -0.42 eV. As for the total charge: 0. Its spin multiplicity is 1.

Quick one: most stable of them? (one)